Entry 1:
This record from OMol25 describes a cluster of 3 separate species, C18H31N2O6S2 in total. The level of theory is ωB97M-V/def2-TZVPD.

Positions of all 59 atoms, in Å:
C 1.286 -0.667 2.678
C -0.122 -0.432 2.629
C -1.595 0.270 2.876
C -1.834 0.613 4.481
C -3.013 0.189 5.285
N -1.910 1.418 1.945
C -0.704 2.269 1.619
C -0.045 1.874 0.133
C 1.596 1.921 0.119
C 2.231 0.848 -0.947
N 2.790 -0.339 -0.184
C -2.715 -0.920 2.520
O -2.278 -2.177 2.305
O -4.170 -0.642 2.392
H 2.439 -0.960 2.605
H -0.991 1.220 5.034
H -3.640 -0.789 5.149
H -3.307 0.894 6.198
H -2.401 1.083 1.061
H 0.099 2.344 2.469
H -1.116 3.380 1.468
H -0.374 0.743 -0.057
H -0.551 2.494 -0.751
H 1.912 3.044 -0.130
H 1.956 1.619 1.216
H 1.416 0.461 -1.726
H 3.153 1.367 -1.478
H 3.814 -0.479 -0.356
H 2.261 -1.224 -0.401
C 3.924 -4.875 1.669
C 2.445 -5.206 1.865
C 1.671 -4.534 0.732
S 2.801 -4.419 -0.646
O 3.070 -3.020 -0.906
O 2.378 -5.334 -1.687
C 4.209 -5.117 0.195
H 4.565 -5.489 2.309
H 4.103 -3.823 1.919
H 2.305 -6.293 1.814
H 2.082 -4.874 2.843
H 0.797 -5.122 0.438
H 1.363 -3.521 1.004
H 5.126 -4.637 -0.150
H 4.236 -6.188 -0.031
C -3.528 2.830 -4.560
C -2.270 3.404 -5.210
C -1.785 4.556 -4.332
S -2.331 4.184 -2.673
O -3.303 5.180 -2.273
O -1.181 3.851 -1.856
C -3.197 2.682 -3.082
H -3.815 1.873 -5.006
H -4.363 3.529 -4.689
H -1.498 2.627 -5.259
H -2.462 3.741 -6.234
H -0.696 4.641 -4.346
H -2.237 5.506 -4.633
H -4.082 2.577 -2.452
H -2.513 1.844 -2.914

Atomic forces in eV per Å
-9.03 1.46 -0.32
9.64 -0.60 1.10
-1.08 -2.31 0.11
-2.38 -0.86 1.62
3.09 1.30 -1.34
1.73 -0.68 0.55
-0.28 1.83 -1.73
-0.24 -1.25 0.22
-0.85 0.38 0.17
0.54 0.40 0.36
-0.23 -0.15 -0.99
-4.43 -4.37 -1.75
-1.18 6.10 1.24
7.72 -0.31 0.85
-3.48 0.75 -0.01
-2.07 -0.63 -1.42
1.04 2.48 -0.52
1.13 -1.95 -1.71
0.96 0.31 1.81
-1.65 -0.63 -1.59
0.88 -2.18 0.47
0.83 2.18 0.51
1.48 -1.45 2.46
-0.46 -2.42 0.52
-0.61 0.67 -2.55
1.77 1.14 1.54
-2.09 -0.98 0.69
-1.67 0.01 -0.11
1.20 1.57 0.27
0.08 0.12 0.22
-0.06 -0.20 0.30
-0.48 0.04 0.40
-0.37 -0.40 -0.08
0.05 -0.66 -0.35
0.23 0.55 0.01
0.57 -0.15 0.22
-0.05 0.10 -0.09
0.01 -0.13 -0.05
0.04 0.13 0.00
0.00 -0.03 -0.21
0.15 0.26 -0.12
0.00 -0.06 -0.11
-0.18 -0.02 -0.13
-0.05 0.16 -0.06
-0.21 0.01 -0.16
0.10 -0.20 -0.31
0.32 0.25 -0.64
0.01 -0.12 0.49
0.47 -0.21 0.00
-0.67 0.90 -0.52
-0.30 -0.46 -0.10
0.02 0.14 0.09
0.07 -0.11 0.05
-0.12 0.11 0.02
0.06 -0.04 0.15
-0.20 0.09 0.19
0.04 -0.12 0.19
0.22 0.10 0.09
-0.06 0.15 0.07

Properties
Total charge ... -1
HOMO energy ... -4.11 eV

Entry 2:
This record from OMol25 describes a structure of composition C32H41Cl2N2OP3Ti. The level of theory is ωB97M-V/def2-TZVPD.

Positions of all 82 atoms, in Å:
P -1.655 -0.196 -1.690
C -2.904 0.882 -2.371
C -2.724 1.391 -3.666
H -1.770 1.246 -4.179
C -3.779 2.048 -4.284
H -3.641 2.427 -5.293
C -4.995 2.209 -3.608
H -5.821 2.714 -4.110
C -5.154 1.734 -2.300
H -6.101 1.869 -1.778
C -4.107 1.081 -1.660
H -4.202 0.713 -0.637
C -0.103 0.069 -2.557
C 0.436 1.368 -2.596
H -0.143 2.217 -2.212
C 1.698 1.575 -3.138
H 2.129 2.577 -3.140
C 2.401 0.500 -3.695
H 3.389 0.664 -4.134
C 1.844 -0.781 -3.701
H 2.377 -1.615 -4.156
C 0.599 -1.008 -3.122
H 0.146 -2.006 -3.151
C -2.118 -1.920 -1.698
C -2.628 -2.405 -2.910
H -2.760 -1.718 -3.751
C -2.946 -3.752 -3.020
H -3.323 -4.126 -3.969
C -2.777 -4.598 -1.919
H -3.019 -5.658 -2.020
C -2.315 -4.097 -0.695
H -2.200 -4.762 0.161
C -1.998 -2.748 -0.565
H -1.698 -2.325 0.400
Ti -0.566 0.805 2.310
C 1.663 0.082 2.548
C 2.290 -0.411 1.481
H 2.144 0.160 3.537
C 1.478 -0.502 0.207
O 1.155 -1.916 0.016
H 0.560 -2.022 -0.749
C 0.283 0.301 0.490
H 1.955 -0.084 -0.687
C -1.048 0.289 0.540
Cl 0.184 1.547 4.474
Cl -2.527 2.091 2.568
P 0.434 3.214 1.862
C 0.075 4.497 3.108
H 0.730 4.352 3.975
H -0.966 4.388 3.434
H 0.231 5.491 2.670
C 2.238 3.352 1.677
H 2.574 2.701 0.859
H 2.711 3.009 2.605
H 2.524 4.392 1.468
C -0.201 3.970 0.335
H -1.274 3.758 0.255
H 0.316 3.553 -0.538
H -0.041 5.056 0.383
P 3.971 -1.091 1.380
C 4.916 -0.462 2.750
C 4.642 -0.546 -0.192
H 4.405 -0.679 3.694
H 5.054 0.623 2.651
H 5.900 -0.952 2.740
H 4.030 -0.913 -1.027
H 5.663 -0.934 -0.291
H 4.666 0.552 -0.223
C 3.811 -2.871 1.407
H 3.402 -3.189 2.374
H 4.799 -3.326 1.257
H 3.119 -3.179 0.613
H -1.987 0.965 0.728
N -1.207 -3.102 3.741
C -2.075 -2.443 4.613
C -2.083 -1.140 4.226
N -1.228 -0.999 3.131
C -0.719 -2.204 2.861
H -0.966 -4.085 3.761
H -2.589 -2.935 5.419
H -2.601 -0.287 4.624
H 0.019 -2.443 2.099

Atomic forces in eV per Å
-0.14 0.50 2.31
-0.21 -0.08 -0.10
-0.15 -0.17 0.19
-0.39 0.05 0.06
-0.17 0.13 0.15
-0.15 -0.02 0.19
0.21 -0.08 -0.02
0.23 -0.16 0.19
0.03 0.08 -0.03
0.23 0.03 -0.15
0.42 -0.08 -0.49
-0.12 0.06 -0.27
0.03 -0.15 -0.10
-0.09 -0.03 0.14
0.25 -0.41 -0.09
0.01 -0.07 -0.10
-0.13 -0.28 -0.07
0.04 -0.08 0.10
-0.36 -0.04 0.12
0.14 0.04 0.02
-0.08 0.24 0.06
-0.22 0.17 0.03
0.24 0.37 0.06
-0.27 -0.07 -0.29
0.18 -0.15 0.16
0.02 -0.32 0.20
-0.03 -0.04 0.09
0.04 -0.06 0.25
0.05 0.06 -0.03
0.08 0.35 0.09
-0.05 -0.10 -0.15
-0.12 0.15 -0.24
-0.06 0.27 -0.38
-0.03 -0.18 -0.45
3.01 3.12 5.27
-0.68 0.13 0.31
0.78 -0.36 -0.54
-0.10 -0.10 -0.51
0.15 -0.46 -0.46
-0.08 0.88 -0.24
0.34 0.09 0.21
-4.30 -0.07 2.36
0.24 -0.20 0.01
0.68 -1.06 -9.09
-0.53 -0.21 0.10
-0.07 -0.16 -0.10
0.03 -0.01 0.18
-0.13 -0.21 0.09
-0.21 0.05 -0.20
0.23 0.10 -0.02
0.01 -0.23 0.12
0.15 -0.08 -0.08
-0.02 0.16 0.11
-0.06 0.13 -0.15
-0.01 -0.29 0.08
-0.06 0.09 -0.17
0.17 0.16 -0.03
-0.09 0.13 0.16
-0.08 -0.28 -0.22
-1.71 0.61 0.07
0.54 -0.05 0.12
0.41 -0.03 -0.11
0.11 0.00 -0.22
-0.09 -0.29 -0.01
-0.18 0.17 0.15
0.17 -0.01 0.28
-0.15 0.12 -0.13
0.01 -0.29 0.07
0.46 -0.34 0.02
0.13 0.12 -0.18
-0.26 -0.06 0.04
0.23 0.13 0.16
1.74 -0.83 0.70
-0.21 0.47 0.07
0.34 0.10 -0.46
0.55 -0.42 -0.51
-0.10 -1.08 0.29
-0.42 0.16 0.80
-0.10 0.23 0.06
0.03 -0.11 -0.05
-0.03 -0.02 0.08
-0.24 0.15 0.12

Properties
Total charge ... +2
HOMO energy (spin up / spin down) ... -12.73 / -12.73 eV
Relative energy (zero: lowest compared OMol25 entry of this formula, charge and spin) ... 1.491 eV

Entry 3:
This record from OMol25 describes an isolated molecule of C8H12. The level of theory is ωB97M-V/def2-TZVPD.

Positions of all 20 atoms, in Å:
C -1.981 -3.400 -0.971
C -1.338 -2.568 -0.157
C -0.896 -1.226 -0.557
C -0.120 -0.407 0.159
C 0.326 0.910 -0.271
C -0.377 1.743 -1.039
C 1.660 1.422 0.255
C 1.512 2.018 1.660
H -2.195 -4.393 -0.594
H -2.258 -3.196 -1.992
H -1.066 -2.750 0.879
H -1.156 -0.975 -1.581
H 0.303 -0.755 1.097
H -1.363 1.420 -1.381
H -0.162 2.729 -1.413
H 2.029 2.220 -0.395
H 2.476 0.698 0.192
H 2.465 2.459 1.986
H 1.387 1.256 2.431
H 0.755 2.794 1.690

Atomic forces in eV per Å
0.25 -0.74 0.91
0.49 1.40 -0.05
-0.04 -0.39 -0.53
-0.12 -0.40 -0.16
1.14 1.33 -0.31
-1.61 -0.94 -0.49
0.07 0.43 0.00
1.33 -0.34 0.33
-0.24 -0.01 -0.15
0.08 0.31 -0.10
-0.24 -0.77 -0.08
-0.10 0.38 0.05
-0.20 -0.03 0.18
0.07 -0.03 0.18
0.82 0.10 0.30
-0.34 0.05 -0.10
-0.29 -0.38 0.32
-0.13 0.22 -0.33
-0.69 -0.06 -0.09
-0.23 -0.12 0.11

Properties
SMILES string ... C=C/C=C/C(=C)CC
HOMO energy ... -8.31 eV
Relative energy (zero: lowest compared OMol25 entry of this formula, charge and spin) ... 0.848 eV

In g mol⁻¹, the M values for the records above are, in order, 435.588, 681.388, 108.184.
In hartree/bohr, the max |F| values for the records above are, in order, 0.18911, 0.17843, 0.03758.